Molecular formula: C8H22F2N2O6PdS
Method: DFT, wB97M-V/def2-TZVPD

Geometry as ORCA input:
```
! RIJCOSX wB97M-V def2-TZVPD def2/J DEFGRID3
* xyz -2 3
Pd 14.93840 -11.37685 -14.34872
F 16.19368 -9.63998 -14.36466
F 15.88505 -11.75638 -16.27559
S 13.04856 -8.77398 -15.58090
O 11.60785 -8.72271 -15.89038
O 13.54544 -7.60699 -14.80512
O 13.32652 -10.03636 -14.77958
O 13.91411 -8.79299 -16.78323
C 16.90013 -13.69241 -11.09545
C 15.88005 -12.98550 -11.99899
C 15.18787 -11.82668 -11.25912
O 14.55142 -10.97844 -12.19065
C 13.64152 -10.10002 -11.57570
N 16.57984 -12.51749 -13.24531
H 16.40125 -14.19663 -10.25954
H 17.66711 -13.02958 -10.69664
H 17.34279 -14.50061 -11.68166
H 15.09868 -13.69602 -12.27491
H 15.91110 -11.17918 -10.74629
H 14.47201 -12.28956 -10.56848
H 13.09125 -9.49658 -12.29398
H 14.12323 -9.45368 -10.83179
H 12.90512 -10.69425 -11.00825
H 16.95841 -13.40255 -13.57703
H 17.40465 -12.03583 -12.89174
C 14.04358 -14.58765 -15.49219
C 13.01694 -13.47925 -15.54156
C 11.59376 -13.98125 -15.83556
O 11.52956 -14.50614 -17.14687
C 10.22695 -14.55009 -17.66966
N 13.01971 -12.71951 -14.27729
H 14.09143 -15.15245 -14.55479
H 15.03111 -14.14853 -15.67252
H 13.89953 -15.28309 -16.32263
H 13.25750 -12.81516 -16.37477
H 10.92140 -13.11946 -15.74584
H 11.29427 -14.75043 -15.10397
H 10.33063 -14.85971 -18.71339
H 9.76658 -13.55910 -17.70907
H 9.63466 -15.32658 -17.17151
H 12.75410 -13.43082 -13.58698
H 12.15782 -12.17464 -14.24408
*
```

Summary:
Kohn-Sham gap (spin up / spin down) = 0.1461 / 0.1449 Ha
E_tot = -43665.0710 eV
highest occupied orbital energy (spin up / spin down) = 0.3 / 0.4 eV
M = 418.75 g mol⁻¹

---

Molecular formula: C5H10O2
Method: DFT, wB97M-V/def2-TZVPD

Geometry as ORCA input:
```
! RIJCOSX wB97M-V def2-TZVPD def2/J DEFGRID3
* xyz 0 1
C 0.86774 1.38887 -0.08396
C 0.58361 -0.09223 -0.15625
C -0.77640 -0.53084 -0.66454
C -1.92786 0.04616 0.17434
O -1.58375 0.25312 1.52918
C 1.69222 -1.04638 -0.22395
O 0.99808 -0.83722 1.00056
H 1.03607 1.80216 -1.08373
H 0.03067 1.91199 0.38552
H 1.75983 1.56116 0.52488
H -0.80260 -1.62607 -0.63008
H -0.90376 -0.23882 -1.71464
H -2.79991 -0.62063 0.09299
H -2.23227 1.02237 -0.21992
H -0.90706 -0.39510 1.77285
H 2.71882 -0.68072 -0.23460
H 1.54184 -2.01930 -0.69297
*
```

Summary:
ΔE to the lowest compared entry with this formula, charge and spin = 49.8 kcal per mole
Kohn-Sham gap = 0.4061 Ha
E_tot = -9440.8836 eV
highest occupied orbital energy = -10.1 eV
structure (SMILES) = C[C@@]1(CCO)CO1
M = 102.13 g mol⁻¹

---

Molecular formula: C3H7N4
Method: DFT, wB97M-V/def2-TZVPD

Geometry as ORCA input:
```
! RIJCOSX wB97M-V def2-TZVPD def2/J DEFGRID3
* xyz 1 1
C 0.62876 1.19578 0.13882
C -0.69500 1.20155 0.09012
C 0.00321 -0.85438 -0.04467
N 1.08911 -0.09696 0.07835
N -1.11464 -0.13442 -0.03651
N 2.39958 -0.66821 -0.08804
N -2.40831 -0.54092 -0.14972
H 1.27129 1.98794 0.26774
H -1.42816 1.95885 0.08185
H -0.01806 -1.88347 -0.17864
H 3.04654 -0.20403 0.62096
H 2.89789 -0.48470 -0.98374
H -3.08562 0.03030 0.23888
H -2.58659 -1.50734 -0.03540
*
```

Summary:
ΔE to the lowest compared entry with this formula, charge and spin = 55.4 kcal per mole
Kohn-Sham gap = 0.4014 Ha
E_tot = -9176.1125 eV
highest occupied orbital energy = -14.0 eV
structure (SMILES) = Nn1cc[n+](N)c1
M = 99.12 g mol⁻¹

---

Molecular formula: C12H36O6
Method: DFT, wB97M-V/def2-TZVPD

Geometry as ORCA input:
```
! RIJCOSX wB97M-V def2-TZVPD def2/J DEFGRID3
* xyz 0 1
C -3.27028 -1.27967 2.15434
C -1.98806 -1.62890 2.85841
C -2.18670 -3.10762 3.33976
O -0.97128 -1.57653 1.90266
H -3.26848 -0.28703 1.82649
H -4.18188 -1.45348 2.74681
H -3.39540 -1.86259 1.26534
H -1.84907 -0.96590 3.73847
H -1.16643 -3.41288 3.58867
H -2.63604 -3.77113 2.55933
H -2.80071 -3.11699 4.26361
H -0.12263 -1.35595 2.36053
C 1.42710 3.70902 -3.31302
C 0.56540 4.67727 -2.58256
C -0.07775 5.69789 -3.52667
O -0.53968 3.98930 -1.94858
H 1.77812 2.92569 -2.65084
H 2.24377 4.22021 -3.75578
H 0.86375 3.23501 -4.11508
H 1.17601 5.18927 -1.84809
H -0.68349 6.45385 -2.96330
H -0.67087 5.27467 -4.32866
H 0.68956 6.39406 -3.96938
H -0.28423 3.22773 -1.38503
C -1.37424 -2.17676 -2.52531
C -0.68660 -2.04762 -1.19325
C 0.07494 -3.26413 -0.74354
O 0.25639 -0.90587 -1.19220
H -2.00597 -1.37585 -2.84399
H -1.85496 -3.15832 -2.43927
H -0.60379 -2.26672 -3.28343
H -1.37891 -1.86754 -0.37707
H -0.62042 -4.11932 -0.68228
H 0.52038 -3.04138 0.24616
H 0.86770 -3.51787 -1.42430
H -0.15538 -0.06693 -1.50915
C 2.22625 -2.51469 2.68605
O 1.46975 -1.36559 3.10551
H 2.12034 -3.26191 3.51704
H 1.86734 -2.96770 1.79112
H 3.22903 -2.25449 2.50239
H 1.71201 -0.62837 2.51079
C -0.64891 1.50262 1.00848
O 0.39272 2.12552 0.33173
H -0.91764 0.63204 0.52118
H -0.34351 1.10847 1.95857
H -1.54426 2.11099 1.06178
H 1.21785 1.69554 0.57220
C 3.31663 0.15970 -0.04858
O 2.05684 -0.02573 0.63385
H 3.07701 0.73366 -0.99395
H 3.80083 0.79694 0.67061
H 3.88060 -0.75656 -0.15206
H 1.39718 -0.45742 0.07347
*
```

Summary:
ΔE to the lowest compared entry with this formula, charge and spin = 46.0 kcal per mole
Kohn-Sham gap = 0.3802 Ha
E_tot = -25311.2081 eV
highest occupied orbital energy = -9.7 eV
structure (SMILES) = CC(C)O.CC(C)O.CC(C)O.CO.CO.CO
M = 276.41 g mol⁻¹

---

Molecular formula: C6H10
Method: DFT, wB97M-V/def2-TZVPD

Geometry as ORCA input:
```
! RIJCOSX wB97M-V def2-TZVPD def2/J DEFGRID3
* xyz 0 1
C -0.73963 1.79329 1.89711
C -0.53769 0.48255 1.52768
C 0.58537 0.05792 0.69733
C 0.15809 -0.01079 -0.81947
C -0.48023 -1.24480 -1.28463
C 0.90132 -0.91270 -1.76793
H -1.64970 2.10505 2.48037
H 0.06709 2.60671 1.77335
H -1.25894 -0.38553 1.77996
H 0.93464 -0.95320 0.96161
H 1.34706 0.81187 0.88712
H -0.06565 0.95551 -1.24462
H -0.62577 -2.00436 -0.49028
H -1.25391 -1.13282 -2.04889
H 0.85984 -0.64025 -2.80957
H 1.75812 -1.52847 -1.53915
*
```

Summary:
ΔE to the lowest compared entry with this formula, charge and spin = 41.8 kcal per mole
Kohn-Sham gap = 0.3895 Ha
E_tot = -6382.0480 eV
highest occupied orbital energy = -9.3 eV
structure (SMILES) = C=CCC1CC1
M = 82.15 g mol⁻¹

---

Molecular formula: C5H8Br2O
Method: DFT, wB97M-V/def2-TZVPD

Geometry as ORCA input:
```
! RIJCOSX wB97M-V def2-TZVPD def2/J DEFGRID3
* xyz 0 1
C 0.16949 -0.67296 -1.04602
C 2.28105 -0.72059 0.32340
C 1.24304 1.42158 -0.14839
C -3.01316 -0.37784 0.32504
C 1.16122 -0.03192 -0.51718
O -0.73685 -1.34919 -1.37261
Br -4.91091 -0.61858 0.44369
Br -2.62144 1.56180 0.00437
H -2.62204 -0.87041 1.28380
H 3.11754 -0.47275 -0.24310
H 2.33811 -1.84549 0.24286
H 2.37494 -0.42359 1.41834
H 1.95252 1.75724 -0.78667
H 0.35295 1.86362 -0.46707
H 1.43359 1.57389 1.01759
H -2.52005 -0.79480 -0.47806
*
```

Summary:
ΔE to the lowest compared entry with this formula, charge and spin = 44.7 kcal per mole
Kohn-Sham gap = 0.3403 Ha
E_tot = -147444.6014 eV
highest occupied orbital energy = -8.8 eV
M = 243.93 g mol⁻¹

---

Molecular formula: C45H45F5N2O3S
Method: DFT, wB97M-V/def2-TZVPD

Geometry as ORCA input:
```
! RIJCOSX wB97M-V def2-TZVPD def2/J DEFGRID3
* xyz 0 1
C 5.83967 -0.78776 0.56324
C 6.11802 0.44624 0.13947
C 5.22130 1.64805 0.31930
S 4.85931 1.82552 2.13434
O 3.89916 0.85496 2.53105
O 4.71289 3.18168 2.52334
F 6.24497 1.36335 2.70229
C 5.70380 3.05497 -0.10103
C 6.69411 3.19259 -1.27107
F 6.41017 4.25391 -2.02443
F 6.74758 2.13503 -2.08594
F 7.93065 3.38134 -0.77524
C 4.36269 3.80393 -0.28320
O 4.20069 4.95797 -0.53097
N 3.31438 2.86346 -0.07878
C 3.86148 1.58041 -0.42067
F 4.12950 1.65470 -1.80651
C 2.96309 0.35725 -0.25501
C 1.52299 0.79206 -0.12455
N 0.75007 0.96595 -1.10972
H 6.16420 -1.63548 -0.02734
H 5.32751 -0.95767 1.50419
H 7.04937 0.62964 -0.38080
H 6.23172 3.52368 0.72918
H 2.52357 3.15540 -0.64808
H 3.03587 -0.20642 -1.18649
H 3.28939 -0.30163 0.54398
H 1.11973 0.98161 0.87014
H 1.25997 0.74709 -1.97148
C 2.79485 -3.28986 -4.51237
C 2.12080 -2.41696 -3.67002
C 1.52748 -2.88976 -2.50704
C 1.61869 -4.23621 -2.17941
C 2.29438 -5.10826 -3.02167
C 2.87876 -4.63672 -4.18913
H 3.25274 -2.92058 -5.42086
H 2.05501 -1.36579 -3.92448
H 0.99466 -2.20497 -1.85692
H 1.16517 -4.60756 -1.26881
H 2.36645 -6.15773 -2.76657
H 3.40151 -5.31931 -4.84659
C -5.17615 0.05674 0.27073
C -4.64263 1.32306 0.47079
C -3.37119 1.62117 -0.00109
C -2.63287 0.65878 -0.67781
C -3.16855 -0.60609 -0.87667
C -4.43720 -0.90772 -0.40095
H -6.16666 -0.17893 0.63989
H -5.21771 2.07775 0.99306
H -2.95281 2.60823 0.15819
H -1.64340 0.89850 -1.04338
H -2.59613 -1.35950 -1.40416
H -4.84939 -1.89728 -0.55335
C -4.05722 5.16690 3.82831
C -3.51914 6.43154 4.02303
C -2.25212 6.72922 3.54030
C -1.52491 5.76463 2.85658
C -2.06400 4.50082 2.65977
C -3.32844 4.20119 3.14810
H -5.04439 4.93391 4.20657
H -4.08768 7.18597 4.55162
H -1.83091 7.71398 3.69673
H -0.53819 5.99792 2.47740
H -1.49798 3.74743 2.12582
H -3.74507 3.21282 2.99732
C 0.10181 3.87433 -5.47877
C 0.21853 3.06737 -4.35522
C -0.80499 3.02474 -3.41795
C -1.95052 3.78546 -3.60921
C -2.06933 4.59024 -4.73366
C -1.04222 4.63714 -5.66669
H 0.90176 3.90912 -6.20733
H 1.11217 2.47116 -4.21107
H -0.70967 2.40037 -2.53976
H -2.75055 3.74871 -2.88049
H -2.96325 5.18213 -4.88336
H -1.13365 5.26849 -6.54122
C -0.60183 -6.22848 2.43489
C -0.36330 -5.84874 3.74849
C -0.00809 -4.53833 4.03898
C 0.10258 -3.60568 3.01670
C -0.13869 -3.98485 1.70324
C -0.48816 -5.29675 1.41201
H -0.87883 -7.25012 2.20735
H -0.45572 -6.57376 4.54686
H 0.18150 -4.24332 5.06290
H 0.37506 -2.58297 3.24452
H -0.05618 -3.25580 0.90602
H -0.67525 -5.59308 0.38727
C -6.62811 -5.28298 1.92095
C -6.24859 -3.95126 1.81993
C -4.91484 -3.59810 1.97297
C -3.96012 -4.57496 2.21593
C -4.33843 -5.90668 2.30994
C -5.67350 -6.26069 2.16830
H -7.66843 -5.55965 1.80581
H -6.99284 -3.18944 1.62319
H -4.61000 -2.56187 1.90261
H -2.92044 -4.29500 2.32919
H -3.59084 -6.66720 2.49688
H -5.97067 -7.29873 2.24763
*
```

Summary:
Kohn-Sham gap = 0.3357 Ha
E_tot = -80938.8570 eV
highest occupied orbital energy = -9.2 eV
structure (SMILES) = [H]/N=C\C[C@@]1(F)NC(=O)[C@H](C(F)(F)F)[C@@]1(C=C)S(=O)(=O)F.c1ccccc1.c1ccccc1.c1ccccc1.c1ccccc1.c1ccccc1.c1ccccc1
M = 788.92 g mol⁻¹

---

Molecular formula: C34H58BBeF4N2O8
Method: DFT, wB97M-V/def2-TZVPD

Geometry as ORCA input:
```
! RIJCOSX wB97M-V def2-TZVPD def2/J DEFGRID3
* xyz 1 1
Be 0.61921 2.41330 -3.05151
B 0.21181 0.04464 0.39404
F -0.73755 -0.04674 -0.59337
F -0.15551 -0.64532 1.46212
F 1.36405 -0.31496 -0.22010
F 0.29892 1.39359 0.59729
N -5.87702 -3.80304 -1.52214
C -7.19884 -4.04079 -1.41646
C -8.01679 -3.67068 -0.30852
C -7.38087 -2.94373 0.68269
C -5.97474 -2.77621 0.62245
C -5.28152 -3.23128 -0.47498
H -7.65838 -4.59242 -2.22325
H -9.04283 -4.00701 -0.28546
H -7.92296 -2.62901 1.56217
H -5.45441 -2.37730 1.48067
H -4.23372 -2.96962 -0.46929
N 7.66431 -3.77244 0.30591
C 6.96884 -2.75859 0.87031
C 7.55678 -1.80424 1.70080
C 8.90490 -1.90922 1.99829
C 9.64482 -2.99536 1.48702
C 8.95934 -3.90496 0.65033
H 5.91858 -2.62255 0.65856
H 6.88299 -1.04042 2.05993
H 9.40902 -1.15829 2.58851
H 10.71433 -3.12360 1.56517
H 9.48146 -4.75862 0.24401
C 0.74249 -6.45443 2.80711
C 2.19421 -6.13835 2.65806
O 2.94716 -6.97835 2.12328
C 2.69700 -4.83565 3.33447
H 0.48101 -6.62592 3.85130
H 0.56081 -7.39723 2.29115
H 0.10466 -5.65017 2.44043
H 2.27022 -4.66477 4.32278
H 2.42972 -4.02582 2.65562
H 3.77407 -4.85941 3.50019
C -5.85655 1.64728 -3.21706
C -4.94350 2.80478 -3.63627
O -3.79456 2.94199 -3.18399
C -5.56055 3.91633 -4.43786
H -6.37087 1.15696 -4.04360
H -6.59766 1.99440 -2.49709
H -5.32020 0.83734 -2.72265
H -4.92815 4.28824 -5.24399
H -5.82342 4.70192 -3.72945
H -6.45048 3.51250 -4.92062
C 3.30274 -6.33497 -2.94647
C 2.07191 -5.51832 -3.25232
O 1.97349 -5.11152 -4.40257
C 1.11912 -5.06431 -2.15836
H 4.01640 -5.75839 -2.35796
H 3.81691 -6.58620 -3.87416
H 3.20655 -7.21266 -2.30732
H 0.76825 -4.08905 -2.49572
H 1.66057 -4.88128 -1.23022
H 0.31162 -5.72918 -1.85178
C -0.52550 8.59089 -1.47218
C 0.16996 7.57578 -0.59279
O 0.06479 6.36423 -0.84632
C 1.09474 8.07981 0.55363
H -0.32905 8.36869 -2.52105
H -0.15288 9.58185 -1.21287
H -1.60406 8.49015 -1.35113
H 1.69276 7.23593 0.89766
H 0.40559 8.46388 1.30572
H 1.77429 8.81151 0.11667
C -4.32430 3.01821 2.02702
C -4.25615 3.69557 3.38805
O -5.05892 3.47977 4.22640
C -3.07413 4.61298 3.62646
H -5.16066 2.31941 2.04379
H -3.39842 2.50312 1.77102
H -4.62946 3.71145 1.24319
H -2.19346 4.27437 3.08070
H -2.87168 4.65686 4.69659
H -3.40090 5.61675 3.35488
C 6.15139 5.23926 -0.47245
C 5.06773 4.23915 -0.01570
O 4.41031 3.65006 -0.84930
C 4.89602 4.07278 1.49999
H 6.29017 5.11289 -1.54618
H 7.14845 5.19578 -0.03419
H 5.93319 6.29896 -0.34006
H 3.90577 3.65718 1.68648
H 5.06429 5.02900 1.99543
H 5.66999 3.39278 1.85586
C -2.68438 -2.66783 -6.56559
C -2.03737 -1.31480 -6.77871
O -1.60142 -0.66551 -5.80979
C -1.81860 -0.85742 -8.22237
H -3.02682 -3.13962 -7.48658
H -3.40681 -2.60625 -5.75170
H -1.87051 -3.29548 -6.20259
H -1.21372 -1.65816 -8.64789
H -1.27344 0.08635 -8.23624
H -2.73073 -0.75642 -8.81051
C 0.69321 1.20064 6.65252
C 0.22795 -0.19006 7.26833
O 0.94233 -0.89672 7.98205
C -1.15776 -0.71898 6.88844
H 1.72168 1.51782 6.82499
H 0.07711 2.03834 6.97927
H 0.57638 1.23124 5.56923
H -1.89870 0.07223 7.00292
H -1.38431 -1.56633 7.53555
H -1.36120 -0.99298 5.85325
*
```

Summary:
ΔE to the lowest compared entry with this formula, charge and spin = 0.0 kcal per mole
Kohn-Sham gap = 0.0487 Ha
E_tot = -67493.6857 eV
highest occupied orbital energy = -10.9 eV
M = 718.66 g mol⁻¹